## a
C21H44ClKN6O3P2S | ωB97M-V/def2-TZVPD

Computed properties:
net charge	0
HOMO-LUMO gap	4.70	eV
molar mass	597.19	g mol⁻¹

Each line ends with the Mulliken charge.
Geometry (Å):
K 0.169 0.424 0.294  1.088
C -2.340 -2.178 -1.655  -0.775
C -2.963 -2.093 -0.268  -1.052
N -2.239 -1.252 0.660  0.359
C -1.975 -1.782 1.993  -0.207
C -0.936 -2.907 2.058  -0.912
S 0.647 -2.568 1.238  -0.021
C 0.659 -3.727 -0.141  -0.783
C -0.566 -3.770 -1.041  -0.935
N -0.918 -2.491 -1.641  0.198
H -2.456 -1.215 -2.163  0.394
H -2.943 -2.904 -2.227  0.314
H -3.041 -3.095 0.162  0.347
H -4.004 -1.770 -0.402  0.409
H -2.645 -0.329 0.732  0.278
H -2.889 -2.155 2.480  0.274
H -1.628 -0.953 2.612  -0.444
H -1.339 -3.844 1.667  0.565
H -0.730 -3.085 3.115  0.547
H 0.854 -4.741 0.219  0.416
H 1.538 -3.437 -0.724  0.346
H -1.412 -4.133 -0.458  0.289
H -0.403 -4.547 -1.800  0.405
H -0.548 -2.431 -2.578  0.199
C -2.128 4.017 -3.074  -1.120
N -0.701 3.749 -3.200  0.594
C -0.128 4.112 -4.482  -0.876
P 0.086 3.109 -1.927  -0.349
O -0.655 2.078 -1.173  -0.875
O 1.431 2.545 -2.637  0.726
P 2.304 1.187 -2.482  0.140
O 1.987 0.424 -1.257  -1.052
N 1.957 0.341 -3.849  0.226
C 2.532 0.754 -5.120  -0.940
C 0.582 -0.135 -3.967  -0.610
N 3.833 1.732 -2.553  0.643
C 4.276 2.921 -3.256  -0.926
C 4.879 1.036 -1.808  -0.979
N 0.583 4.316 -0.934  0.302
C 1.152 3.930 0.364  -0.840
C 1.250 5.462 -1.535  -0.900
H -2.329 5.082 -3.214  0.304
H -2.492 3.720 -2.093  0.325
H -2.682 3.450 -3.826  0.347
H -0.335 5.164 -4.705  0.381
H -0.556 3.504 -5.285  0.303
H 0.949 3.972 -4.485  0.080
H 3.591 0.975 -5.007  0.279
H 2.027 1.635 -5.539  0.237
H 2.440 -0.063 -5.836  0.385
H 0.197 -0.419 -2.988  -0.187
H 0.561 -1.012 -4.616  0.549
H -0.069 0.638 -4.394  0.183
H 3.453 3.400 -3.782  0.133
H 5.047 2.671 -3.990  0.361
H 4.695 3.643 -2.549  0.321
H 4.458 0.205 -1.249  0.241
H 5.344 1.726 -1.101  0.318
H 5.643 0.657 -2.492  0.278
H 0.519 3.211 0.882  0.023
H 1.215 4.821 0.988  0.480
H 2.162 3.516 0.253  0.260
H 0.732 5.779 -2.439  0.277
H 2.298 5.247 -1.783  0.206
H 1.234 6.297 -0.834  0.382
Cl -2.315 1.519 4.261  -0.282
C -0.996 0.393 4.562  0.322
C -1.248 -0.663 5.417  -0.226
C -0.289 -1.640 5.652  -0.686
C 0.939 -1.498 4.996  -0.552
C 1.184 -0.441 4.149  -0.529
C 0.229 0.588 3.872  1.074
C 0.478 1.618 2.946  -2.258
H -2.222 -0.708 5.890  0.396
H -0.488 -2.461 6.326  0.377
H 1.723 -2.233 5.144  0.325
H 2.149 -0.375 3.657  0.322
H 1.522 1.790 2.687  0.406
H -0.168 2.488 2.945  0.379

## b
C21H44ClKN6O3P2S | ωB97M-V/def2-TZVPD

Computed properties:
net charge	0
HOMO-LUMO gap	4.69	eV
molar mass	597.19	g mol⁻¹

Each line ends with the Mulliken charge.
Geometry (Å):
K -0.261 0.203 -1.051  0.757
C 0.553 -3.568 -1.542  -1.184
C 1.533 -3.132 -0.455  -0.475
N 2.156 -1.846 -0.692  0.371
C 3.283 -1.773 -1.595  -0.822
C 2.966 -2.008 -3.075  -0.949
S 1.657 -0.981 -3.805  0.175
C 0.364 -2.183 -4.212  -1.088
C -0.806 -2.359 -3.246  -0.552
N -0.407 -2.537 -1.862  0.256
H 0.084 -4.507 -1.209  0.396
H 1.097 -3.830 -2.446  0.218
H 2.273 -3.944 -0.333  0.353
H 0.988 -3.046 0.487  0.049
H 2.378 -1.412 0.191  0.063
H 4.087 -2.484 -1.331  0.394
H 3.705 -0.769 -1.499  0.316
H 2.749 -3.057 -3.270  0.318
H 3.883 -1.793 -3.629  0.538
H 0.848 -3.136 -4.437  0.613
H -0.052 -1.825 -5.154  0.509
H -1.392 -3.209 -3.641  0.268
H -1.441 -1.470 -3.294  0.180
H -1.197 -2.553 -1.233  0.206
C -3.725 -0.147 0.932  -1.025
N -2.981 0.302 2.104  0.557
C -2.936 -0.664 3.188  -0.902
P -1.898 1.518 1.906  0.090
O -1.500 1.764 0.517  -0.513
O -0.635 1.061 2.853  -0.188
P 0.483 -0.034 2.466  -0.170
O 0.098 -0.823 1.289  -0.531
N 0.638 -0.835 3.888  0.545
C 1.551 -1.970 3.895  -0.842
C 0.237 -0.365 5.199  -0.984
N 1.913 0.750 2.186  0.467
C 2.239 1.286 0.865  -0.222
C 2.479 1.554 3.260  -0.974
N -2.440 2.873 2.657  0.161
C -1.762 4.132 2.370  -1.025
C -3.075 2.804 3.959  -0.939
H -4.766 -0.325 1.205  0.310
H -3.299 -1.077 0.539  0.258
H -3.680 0.606 0.148  0.372
H -3.954 -0.971 3.438  0.425
H -2.486 -0.230 4.079  0.245
H -2.360 -1.552 2.903  0.208
H 1.722 -2.313 2.875  0.066
H 1.110 -2.792 4.462  0.362
H 2.514 -1.707 4.345  0.297
H -0.389 0.518 5.108  0.179
H 1.109 -0.111 5.811  0.386
H -0.324 -1.145 5.719  0.296
H 1.986 0.598 0.060  -0.422
H 3.322 1.425 0.830  0.449
H 1.757 2.250 0.673  0.211
H 2.312 1.073 4.223  0.253
H 2.048 2.561 3.292  0.270
H 3.556 1.647 3.112  0.361
H -1.353 4.097 1.363  0.254
H -0.958 4.330 3.088  0.299
H -2.488 4.945 2.427  0.371
H -3.665 1.892 4.035  0.244
H -3.750 3.653 4.075  0.382
H -2.347 2.831 4.780  0.263
Cl 0.329 3.074 -2.066  -0.210
C 0.204 2.274 -3.653  0.852
C 1.236 2.539 -4.529  -0.682
C 1.236 1.996 -5.803  -0.521
C 0.151 1.186 -6.153  -0.481
C -0.877 0.944 -5.278  -0.858
C -0.952 1.496 -3.950  0.819
C -2.039 1.225 -3.120  -1.845
H 2.044 3.177 -4.192  0.380
H 2.047 2.191 -6.491  0.359
H 0.107 0.740 -7.141  0.349
H -1.716 0.335 -5.601  0.335
H -2.922 0.812 -3.592  0.339
H -2.195 1.817 -2.226  0.411

Which one is the least stable? From the structures above, a.